[1]
Computed, not measured: 2 unconnected molecules or ions with the total composition C11H15NO2SSi at a distorted geometry, with ωB97M-V/def2-TZVPD.

```
31
Properties=species:S:1:pos:R:3:forces:R:3:lowdin_charge:R:1
S 5.461 -0.362 -1.139 0.079 0.507 -0.324 0.697
C 4.561 0.839 -0.650 0.023 -0.967 1.360 -0.915
N 3.813 1.583 -0.057 -0.160 0.293 -1.700 -0.052
Si 2.394 2.114 -1.038 -0.315 0.252 0.655 0.675
C 2.257 1.115 -2.652 0.055 -0.070 0.049 -0.300
O 0.971 1.207 -3.284 0.123 0.323 0.224 -0.123
C -0.080 0.871 -2.444 0.321 0.024 -0.332 -0.352
C -0.139 -0.394 -1.891 0.425 -0.236 -0.175 -0.030
C -1.157 -0.739 -1.025 0.313 0.055 -0.074 -0.068
C -2.116 0.209 -0.720 -0.434 -0.348 0.297 -0.093
C -2.064 1.453 -1.304 -0.234 0.834 -0.096 -0.080
C -1.049 1.813 -2.173 0.108 -0.190 -0.075 -0.026
H 1.232 1.952 -0.148 0.043 -0.134 -0.013 -0.022
H 2.521 3.559 -1.296 0.163 -0.015 -0.124 -0.037
H 2.990 1.510 -3.358 -0.095 -0.041 -0.100 0.092
H 2.520 0.065 -2.490 0.085 0.008 0.081 0.069
H 0.650 -1.089 -2.152 -0.083 -0.150 0.052 0.118
H -1.162 -1.728 -0.589 -0.191 -0.005 0.083 0.104
H -2.903 -0.039 -0.026 -0.040 0.013 0.038 0.088
H -2.808 2.206 -1.070 -0.120 -0.125 0.077 0.106
H -0.984 2.793 -2.626 -0.046 0.046 0.021 0.122
C -1.783 -3.155 3.313 -0.166 -0.045 -0.193 -0.022
C -1.870 -1.763 2.737 -0.012 0.033 -0.023 -0.494
C -0.999 -0.703 3.365 -0.115 0.147 -0.174 -0.018
O -2.605 -1.506 1.811 -0.037 -0.103 0.087 0.057
H -2.458 -3.814 2.770 0.002 0.021 -0.002 0.082
H -0.764 -3.534 3.219 0.026 0.028 0.157 0.085
H -2.070 -3.142 4.365 0.152 -0.012 0.044 0.085
H 0.052 -0.982 3.273 0.005 -0.040 0.149 0.087
H -1.252 -0.588 4.420 0.132 -0.081 0.042 0.085
H -1.158 0.245 2.856 -0.004 -0.022 -0.012 0.081
```
Forces are in eV/Å.

## Properties
* SMILES string: S=C=N[SiH2]COc1ccccc1.CC(C)=O
* HOMO: -8.87 eV



[2]
Computed, not measured: a molecular structure, C10H4Cl2F3MoN2O6S at a distorted geometry, with ωB97M-V/def2-TZVPD.

```
29
Properties=species:S:1:pos:R:3:forces:R:3:lowdin_spin:R:1
Mo 0.163 -1.673 0.512 0.738 0.787 0.567 0.140
Cl -4.264 0.879 0.174 0.018 0.006 0.004 0.063
C -2.751 1.632 0.313 0.008 0.024 0.003 0.158
C -2.638 3.017 0.333 0.044 -0.007 0.003 -0.015
C -1.402 3.632 0.443 -0.002 -0.034 0.008 0.192
Cl -1.322 5.330 0.469 -0.005 -0.004 -0.004 0.084
C -0.187 2.869 0.544 0.007 0.095 -0.015 0.010
C 1.111 3.390 0.655 0.027 -0.055 0.009 0.026
C 2.172 2.514 0.746 -0.093 0.034 -0.012 0.001
C 1.939 1.136 0.733 0.068 0.007 0.095 0.012
N 0.719 0.631 0.638 -0.436 -0.076 -0.120 0.013
C -0.313 1.482 0.534 -0.006 -0.103 -0.085 0.032
C -1.583 0.823 0.396 -0.065 0.202 0.054 0.086
O -1.586 -0.438 0.350 0.031 -0.322 -0.168 0.194
H -3.531 3.622 0.261 0.005 0.008 0.000 -0.003
H 1.272 4.459 0.668 -0.003 0.001 -0.003 0.002
H 3.184 2.880 0.831 0.005 -0.012 -0.001 0.000
H 2.749 0.422 0.817 -0.023 -0.001 0.003 0.000
O -2.982 -3.495 1.238 -0.066 -0.022 -0.037 0.386
N -2.065 -2.872 1.011 0.074 -0.043 0.241 0.605
F 2.050 -3.669 -3.249 0.007 0.011 -0.024 0.000
C 2.059 -3.558 -1.937 -0.041 -0.082 0.072 -0.001
F 2.569 -2.376 -1.592 0.000 -0.027 0.018 0.000
F 2.770 -4.526 -1.392 -0.022 0.013 -0.031 0.000
S 0.309 -3.675 -1.320 0.110 -0.421 0.177 0.005
O -0.303 -4.758 -1.981 -0.186 0.291 -0.256 0.001
O -0.210 -2.269 -1.497 0.239 0.159 -0.154 -0.001
O 0.384 -3.772 0.168 -0.049 -0.224 0.023 0.019
O 1.688 -1.637 1.135 -0.386 -0.204 -0.366 -0.007
```
Forces are in eV/Å.

## Properties
* <S²>: 2.443
* charge: +1
* HOMO (spin up / spin down): -12.13 / -12.35 eV
* spin multiplicity: 3



[3]
Computed, not measured: a single C7H9N3O molecule at a distorted geometry, with ωB97M-V/def2-TZVPD.

```
20
Properties=species:S:1:pos:R:3:forces:R:3:lowdin_charge:R:1
O -2.462 -2.038 0.352 -0.499 -2.276 -0.806 0.100
C -1.951 -1.003 0.617 1.865 2.634 -0.280 -0.474
N -2.593 -0.090 1.425 -1.470 -0.397 1.413 0.152
C -2.062 1.003 1.751 1.151 0.394 -1.282 -0.177
N -0.897 1.472 1.252 0.922 -2.328 -0.868 0.121
C -0.109 0.668 0.401 -1.833 0.852 1.352 -0.267
C -0.630 -0.529 0.078 -0.275 -0.107 -0.294 -0.093
C 0.039 -1.313 -0.975 2.035 0.648 -0.325 -0.129
C 1.288 -0.536 -1.623 -2.239 0.255 -1.481 -0.189
C 2.039 0.194 -0.540 0.527 -0.815 0.901 -0.210
N 1.078 1.249 -0.019 3.122 0.214 1.806 0.013
H -2.473 1.735 2.381 -1.245 0.537 1.021 0.114
H -0.656 2.388 1.438 0.773 1.962 0.396 0.114
H 0.475 -2.181 -0.536 0.210 -1.054 0.354 0.104
H -0.708 -1.664 -1.655 -0.255 -0.090 -0.827 0.112
H 0.904 0.226 -2.397 0.545 -1.012 1.115 0.135
H 1.889 -1.257 -2.187 0.077 0.151 0.289 0.102
H 2.170 -0.633 0.310 0.359 1.871 -1.466 0.155
H 3.068 0.634 -0.924 -2.281 -0.681 1.096 0.148
H 1.589 1.676 0.853 -1.487 -0.760 -2.114 0.169
```
Forces are in eV/Å.

## Properties
* SMILES string: O=c1nc[nH]c2c1CCCN2
* HOMO: -8.60 eV



Listing total energy for the structures above in their given order: -1321.060112, -2630.500965, -511.628249 Ha.
Listing energy above the lowest of the compared OMol25 structures with the same formula, charge and spin for the structures above in their given order: 0.140, 0.661, 0.471 eV.